The following is a quantum chemistry calculation of a cluster of 2 separate species, C3H9N4O in total, from OMol25.

Atoms and positions in Å:
C 0.18127 0.56375 0.06549
C 1.01851 1.51962 -0.81542
C -2.10138 -1.74503 2.37184
N -0.07586 -0.61966 -0.39458
N -1.97558 -1.48736 3.52062
N -2.30061 -1.61727 1.15393
N 1.62527 0.69912 -1.86055
O -0.24572 0.92750 1.19851
H 0.21756 2.14519 -1.08467
H 1.80697 2.12413 -0.37790
H -0.84915 -1.13919 0.07529
H -1.58873 -1.75920 4.33026
H 0.37733 -0.95872 -1.28547
H -0.78053 0.33235 1.74101
H -2.79807 -2.29825 0.62895
H 1.57935 1.24586 -2.71035
H 2.55552 0.39315 -1.55849

## Properties
E_HOMO: -14.208 eV
Net charge: +1
Orbital gap: 11.29 eV
Relative energy (zero: lowest compared OMol25 entry of this formula, charge and spin): 23.5 kcal/mol

Mulliken population analysis, charges in e, atoms 1 to 6: number 1, C, carries 0.630; number 2, C, carries -0.438; number 3, C, carries 0.506; number 4, N, carries -0.199; number 5, N, carries -0.297; number 6, N, carries -0.710